Entry from the Open Molecules 2025 dataset: a structure of composition C7H9N2O2 (ωB97M-V/def2-TZVPD).

The HOMO-LUMO gap is 8.3 eV. The electronic energy comes out at -532.10464 a.u. As for the energy relative to the best compared isomer or geometry (same formula, charge and spin): 42.5 kcal/mol. As for the molar mass: 153.16 g mol⁻¹. As for the net charge: -1.

Geometry (Å):
C  1.8581  -0.2629  -0.6101
C  -2.0643  0.2631  -0.1346
C  -0.6207  -1.8696  -0.6066
C  -0.4703  -1.4711  0.8082
C  -0.7440  -0.4652  -0.1003
C  1.0656  1.2902  1.1621
C  0.8404  0.6683  -0.2317
N  2.7536  -0.9896  -0.7216
N  0.6960  1.7544  -1.1927
O  -2.0393  1.4436  0.2408
O  -3.0556  -0.3767  -0.3942
H  0.1894  -2.2408  -1.2882
H  -1.5299  -2.2909  -1.1083
H  -1.1797  -1.9038  1.5393
H  0.4674  -1.5812  1.3630
H  0.7071  0.6520  1.9738
H  0.5398  2.1662  1.0872
H  2.1451  1.4493  1.2369
H  0.5444  1.3529  -2.0854
H  -0.1031  2.4120  -0.9374